[1]
An isolated molecule of C4H6N2 in a non-equilibrium geometry, computed with ωB97M-V/def2-TZVPD.

```
12
Properties=species:S:1:pos:R:3
C -0.3452 -0.9920 0.4936
C -0.7798 0.4243 1.2174
C 1.1380 0.4408 -0.8454
C 0.0178 -0.3013 -0.8142
H 0.3385 -1.5544 1.1099
H -1.2560 -1.3885 0.4276
H -1.3575 0.3670 2.2218
H 1.7033 0.9010 -0.0462
H 1.4257 0.3634 -1.9521
H -0.1704 -0.9433 -1.7476
N -0.4737 1.4533 0.6333
N -0.2406 1.2296 -0.6983
```

Properties
Total charge: 0
ΔE to the lowest compared entry with this formula, charge and spin in kcal per mole: 111.9
Spin multiplicity: 1

=====

[2]
An isolated molecule of C5H12N2O in a non-equilibrium geometry, computed with ωB97M-V/def2-TZVPD.

```
20
Properties=species:S:1:pos:R:3
N -1.7970 -0.7304 2.1985
C -0.7349 -0.8697 1.2250
C 0.1900 0.3351 1.1513
N 0.9137 0.4683 -0.0307
C 1.1493 -0.5919 -1.0012
C 0.0652 -0.5954 -2.1187
C -0.0795 0.7842 -2.8741
O 0.3999 1.2253 1.9615
H -2.0469 0.2578 2.2696
H -1.4922 -0.7588 3.1827
H -1.2478 -1.0987 0.2875
H -0.0749 -1.7443 1.4347
H 1.5371 1.2492 -0.1349
H 1.1256 -1.5425 -0.4585
H 2.0750 -0.5755 -1.5972
H 0.2455 -1.3455 -2.8851
H -0.8817 -0.7683 -1.6184
H -0.1670 0.8420 -3.9429
H -1.0788 1.1874 -2.6825
H 0.7708 1.3667 -2.5079
```

Properties
Total charge: 0
ΔE to the lowest compared entry with this formula, charge and spin in kcal per mole: 39.4
Spin multiplicity: 1

=====

[3]
An isolated molecule of CH7NO2P2S in a non-equilibrium geometry, computed with ωB97M-V/def2-TZVPD.

```
14
Properties=species:S:1:pos:R:3
C 2.1443 -1.5527 -0.4637
N -2.0392 0.5835 0.0266
O 2.7392 0.9361 0.1000
O 0.4820 -0.0049 0.8918
P -0.5218 0.8714 -0.0242
P -3.3461 0.3339 1.0837
S 2.2147 -0.2208 0.7907
H 2.0676 -0.9571 -1.4216
H 2.9922 -2.3147 -0.3661
H 1.2216 -2.0976 -0.3681
H 0.0228 2.2637 0.1764
H 0.0879 0.4818 -1.2943
H -3.9834 1.6608 0.9310
H -4.0817 0.0165 -0.0624
```

Properties
Total charge: 0
ΔE to the lowest compared entry with this formula, charge and spin in kcal per mole: 14.7
Spin multiplicity: 1

=====

[4]
C14H28N4PdSSi as an isolated structure, computed with ωB97M-V/def2-TZVPD.

```
49
Properties=species:S:1:pos:R:3
Pd -0.4991 0.3748 -2.0230
N -2.2298 4.3739 -0.7928
C -3.0980 3.8839 0.3001
C -4.0822 2.8142 -0.1699
C -3.4642 1.4618 -0.5192
N -2.7768 1.5333 -1.8152
C -2.5067 0.9978 0.5768
C -1.5137 2.0543 1.0531
N -0.4682 2.3422 0.0247
C -2.2227 3.3486 1.4353
H -2.6149 4.1646 -1.7043
H -0.7955 3.1187 -0.5708
H -2.0921 5.3737 -0.7257
H -3.6970 4.7093 0.6999
H -4.6695 3.1942 -1.0112
H -4.7932 2.6530 0.6466
H -4.2818 0.7294 -0.5554
H -3.4419 1.7694 -2.5442
H -2.4231 0.5865 -2.0557
H -1.9734 0.0940 0.2641
H -3.1070 0.7312 1.4526
H -0.9836 1.6502 1.9164
H -0.2833 1.4614 -0.7101
H 0.4137 2.6097 0.4528
H -1.5022 4.1126 1.7396
H -2.8480 3.1426 2.3088
C 3.9057 -3.6765 1.8856
Si 2.4746 -3.6494 0.6697
C 0.9268 -3.8915 1.6717
C 2.6726 -5.0733 -0.5229
C 2.5927 -2.0454 -0.3125
C 3.8666 -1.5469 -0.5506
C 4.0741 -0.3840 -1.2909
C 2.9539 0.2623 -1.7666
N 1.7150 -0.1892 -1.5757
C 1.5089 -1.3375 -0.8867
S -0.1486 -1.8626 -0.8242
H 3.8972 -4.6117 2.4493
H 3.8105 -2.8560 2.6009
H 4.8842 -3.5936 1.4115
H 1.0744 -4.7807 2.2921
H 0.0500 -4.0266 1.0439
H 0.7343 -3.0419 2.3294
H 2.6823 -6.0310 0.0024
H 3.6021 -4.9859 -1.0895
H 1.8460 -5.0844 -1.2363
H 4.7311 -2.0656 -0.1524
H 5.0637 0.0052 -1.4833
H 3.0362 1.1805 -2.3385
```

Properties
Total charge: 0
Spin multiplicity: 1

=====

It is found that the E values, taken in the order of the records, are -265.35728; -382.43976; -1328.34994; -1584.83697 hartree.